one:
Below is the molecule C5H11NO, with properties calculated with ωB97M-V/def2-TZVPD.

XYZ file:
```
18
Properties=species:S:1:pos:R:3:lowdin_charge:R:1
C 0.49065 0.48943 -1.81314 -0.09
C 0.13244 -0.77040 -0.98968 -0.17
C -0.06737 -0.53734 0.55768 -0.37
C 1.21368 -0.82040 1.34853 -0.06
N -0.56069 0.80995 0.82079 0.03
C -1.90282 1.05531 0.91323 -0.35
O -2.75350 0.23508 1.18733 0.02
H -0.16328 0.62731 -2.67927 0.07
H 0.36065 1.41389 -1.23980 0.05
H 1.52719 0.50222 -2.15788 0.07
H -0.78344 -1.21969 -1.39600 0.11
H 0.91713 -1.53038 -1.10297 0.10
H -0.86636 -1.20647 0.89050 0.13
H 1.54395 -1.84681 1.15406 0.08
H 2.01531 -0.14050 1.03469 0.08
H 1.08760 -0.70923 2.43232 0.08
H -0.05024 1.53019 0.32588 0.10
H -2.14089 2.11783 0.71375 0.13
```

**Total charge**: 0
**HOMO-LUMO gap**: 0.3916 Ha
**SMILES**: CC[C@@H](C)NC=O
**Molecular weight**: 101.15 g mol⁻¹

=====

two:
Below is a cluster of 2 separate species, C5H11NO in total, with properties calculated with ωB97M-V/def2-TZVPD.

XYZ file:
```
18
Properties=species:S:1:pos:R:3:lowdin_charge:R:1
C -2.51598 -0.00988 0.61589 0.01
C -2.05620 -0.09830 -0.62374 -0.19
C -0.64299 0.17690 -0.92781 -0.15
C 0.03892 1.22257 -0.46650 -0.11
C 1.53496 1.18848 -0.35283 -0.29
N 1.87579 0.70601 0.99997 0.00
H -3.56481 -0.15297 0.82625 0.05
H -1.82814 0.14623 1.43223 0.06
H -2.69995 -0.25876 -1.48316 0.09
H -0.05474 -0.52315 -1.52386 0.10
H -0.43301 2.13126 -0.10919 0.11
H 1.96518 0.55003 -1.13675 0.10
H 1.98609 2.17654 -0.43870 0.10
H 1.67608 -0.28809 1.08024 0.04
H 2.88493 0.76998 1.10705 0.06
O 0.83983 -2.72265 0.61512 -0.06
H 0.06033 -2.16530 0.72083 0.02
H 0.93371 -2.84891 -0.33505 0.04
```

**Total charge**: 0
**HOMO-LUMO gap**: 0.3737 Ha
**SMILES**: C=C/C=C/CN.O
**Molecular weight**: 101.15 g mol⁻¹

=====

Most stable one: one, least stable one: two.

=====

one:
Below is the molecule C5H8N2O2, with properties calculated with ωB97M-V/def2-TZVPD.

XYZ file:
```
17
Properties=species:S:1:pos:R:3:lowdin_charge:R:1
C 2.42320 -0.35653 0.32626 -0.04
N 1.09237 -0.16034 -0.41633 -0.06
N 0.06899 -1.27886 -0.14470 0.06
C -1.09404 -0.64480 -0.68906 -0.24
C -2.30420 0.04469 -0.30778 0.00
C -1.09621 0.60618 0.14289 -0.38
O -0.80329 0.41504 1.52014 0.05
C 0.26271 1.07065 -0.32321 -0.32
O 0.66651 2.21336 -0.60977 0.06
H 2.08022 -0.82821 1.33957 0.11
H 2.83111 0.67253 0.54985 0.08
H 3.21086 -0.77947 -0.34820 0.08
H 0.22383 -1.97426 -0.82121 0.09
H -0.86618 -0.29039 -1.67167 0.14
H -3.07718 0.37577 -1.05351 0.15
H -2.63147 -0.33615 0.60812 0.11
H -0.98723 1.25080 1.89860 0.10
```

**Total charge**: 0
**HOMO-LUMO gap**: 0.3579 Ha
**SMILES**: CN1N[C@H]2C[C@]2(O)C1=O
**Molecular weight**: 128.13 g mol⁻¹

=====

two:
Below is a structure of composition C5H8N2O2, with properties calculated with ωB97M-V/def2-TZVPD.

XYZ file:
```
17
Properties=species:S:1:pos:R:3:lowdin_charge:R:1
C 2.15198 0.79805 0.42414 -0.10
C 1.75968 -0.48523 -0.09536 -0.56
C 0.36474 -0.74860 -0.18334 -0.09
C -0.64996 -0.02462 -0.08512 -0.29
C -0.93812 1.47622 0.16123 -0.11
H 3.34135 1.16544 -0.15332 0.16
H 1.20778 1.81548 0.08356 0.16
H 2.06565 0.52400 1.74273 0.18
H 3.53230 -1.18511 -0.35841 0.09
H 0.52536 -1.88505 -0.40431 0.16
H -1.38241 -1.89160 0.97454 0.24
H -3.71702 -0.89944 0.10271 -0.04
H -1.51512 1.73777 1.11375 0.15
N 2.51030 -1.56696 -0.26217 0.12
N -1.63647 -0.73188 0.60770 0.02
O -2.97929 -1.01952 -0.35887 -0.06
O -0.30879 2.34645 -0.49728 -0.02
```

**Total charge**: 0
**HOMO-LUMO gap**: 0.3158 Ha
**Molecular weight**: 128.13 g mol⁻¹

=====

Most stable one: one, least stable one: two.

=====

one:
Below is a cluster of 2 separate species, C10H13NO2 in total, with properties calculated with ωB97M-V/def2-TZVPD.

XYZ file:
```
26
Properties=species:S:1:pos:R:3:lowdin_charge:R:1
C -0.93764 -0.87970 2.96674 -0.14
N -0.31904 -0.22298 1.86285 -0.01
C -0.80342 0.85037 1.41351 -0.15
C -0.23808 1.54622 0.26804 -0.21
C 1.05480 1.27170 -0.17490 -0.04
C 1.56694 1.92864 -1.27789 -0.07
C 0.79591 2.86075 -1.95430 -0.09
C -0.49173 3.13857 -1.52167 -0.09
C -1.00509 2.49191 -0.41350 -0.05
H -1.87161 -0.39929 3.29881 0.07
H -1.14029 -1.91266 2.68094 0.07
H -0.22865 -0.89911 3.79528 0.08
H -1.72046 1.29955 1.83438 0.12
H 1.64505 0.54114 0.35944 0.10
H 2.57144 1.70868 -1.60844 0.11
H 1.19389 3.37377 -2.81803 0.10
H -1.09534 3.86261 -2.05019 0.10
H -2.01110 2.70916 -0.08122 0.11
C -0.43543 -3.53826 -0.82152 -0.07
O 0.84188 -3.24801 -0.29224 -0.05
C 1.47193 -2.17390 -0.74384 -0.40
O 2.57442 -1.86940 -0.41083 0.08
H -0.95871 -4.14004 -0.08074 0.09
H -0.33460 -4.11051 -1.74828 0.09
H -0.99656 -2.62097 -1.01793 0.09
H 0.87148 -1.56822 -1.46447 0.15
```

**Total charge**: 0
**HOMO-LUMO gap**: 0.3562 Ha
**SMILES**: C/N=C/c1ccccc1.COC=O
**Molecular weight**: 179.22 g mol⁻¹

=====

two:
Below is the molecule C10H13NO2, with properties calculated with ωB97M-V/def2-TZVPD.

XYZ file:
```
26
Properties=species:S:1:pos:R:3:lowdin_charge:R:1
O -1.36973 1.19352 -0.75969 0.04
C -1.10100 0.05936 -1.19695 -0.51
O -0.02121 -0.09586 -2.02008 0.04
C -1.89397 -1.18234 -1.10338 -0.11
C -1.43037 -2.06928 0.11858 -0.17
C -1.56878 -1.36489 1.51001 -0.19
C -0.17736 -0.90350 2.05563 -0.15
C 0.62683 0.04339 1.18977 -0.22
C 1.75217 -0.38647 0.56841 -0.06
C 2.43256 0.37403 -0.38861 -0.14
N 2.15190 1.65567 -0.77006 0.06
C 1.17195 2.15646 -0.00256 -0.17
C 0.47394 1.43267 0.91107 -0.05
H 0.67485 0.72910 -1.77969 0.17
H -1.97349 -1.84320 -1.89639 0.08
H -3.04044 -0.92301 -1.02477 0.16
H -0.36402 -2.55243 -0.08436 0.15
H -2.02790 -3.01578 0.14585 0.11
H -2.41085 -0.55246 1.62603 0.15
H -1.77757 -2.09151 2.38282 0.12
H 0.17645 -1.84769 2.27323 0.08
H -0.40277 -0.41946 2.98882 0.11
H 1.95145 -1.42776 0.55946 0.10
H 3.18221 -0.23284 -0.95147 0.12
H 0.88399 3.14912 -0.07437 0.10
H -0.52357 1.70031 1.49153 0.16
```

**Total charge**: 0
**HOMO-LUMO gap**: 0.3530 Ha
**SMILES**: O=C(O)CCCCc1ccncc1
**Molecular weight**: 179.22 g mol⁻¹

=====

Most stable one: one, least stable one: two.

=====

one:
Below is a cluster of 2 separate species, C5H13N in total, with properties calculated with ωB97M-V/def2-TZVPD.

XYZ file:
```
19
Properties=species:S:1:pos:R:3:lowdin_charge:R:1
C 0.92136 1.26325 -0.67879 -0.20
N 1.02143 0.12131 0.32748 -0.21
C -0.05169 0.08209 1.24527 -0.15
C -1.40352 -0.59571 1.13429 -0.13
C 0.96699 -1.10637 -0.42989 -0.16
C -0.45041 1.37392 -1.35927 -0.09
H 0.76452 -2.05439 1.51980 0.13
H 0.97553 2.16242 -0.06491 0.11
H 1.78621 1.21763 -1.33602 0.11
H 0.34363 0.26197 2.23932 0.08
H -1.91385 -0.45898 0.17148 0.07
H -1.21333 -1.66110 1.05711 0.04
H -2.00903 -0.44382 2.02067 0.08
H 1.71876 -1.28040 -1.19598 0.09
H -0.07811 -1.20490 -0.72253 0.07
H 1.00289 -1.84245 0.49744 -0.03
H -0.50921 2.28437 -1.95177 0.08
H -0.69973 0.47976 -1.93025 0.07
H -1.17243 1.40139 -0.54343 0.06
```

**Total charge**: 0
**HOMO-LUMO gap**: 0.2364 Ha
**Molecular weight**: 87.17 g mol⁻¹

=====

two:
Below is the molecule C5H13N, with properties calculated with ωB97M-V/def2-TZVPD.

XYZ file:
```
19
Properties=species:S:1:pos:R:3:lowdin_charge:R:1
C -0.85023 2.22379 0.05360 -0.12
C 0.22749 1.39701 0.78450 -0.31
C 0.77968 0.35930 -0.12084 -0.23
C -0.26795 -0.77469 -0.32063 -0.44
C 0.43176 -1.96496 -0.95757 -0.13
N -0.68730 -1.37852 0.96963 -0.01
H -1.72674 1.70225 -0.27380 0.04
H -0.36078 2.84285 -0.89217 0.14
H -1.22888 2.91547 0.78910 0.05
H 0.93493 2.11439 1.07164 0.07
H -0.07972 0.81468 1.81541 0.15
H 0.94981 0.94611 -1.06405 0.12
H 1.82281 -0.02120 0.23130 0.15
H -1.13682 -0.42347 -0.96291 0.15
H 0.94094 -1.63677 -1.79871 0.03
H -0.16137 -2.80831 -1.37613 0.08
H 1.22888 -2.56562 -0.35701 0.11
H -0.90193 -2.37249 0.74507 0.07
H 0.08540 -1.36981 1.66358 0.08
```

**Total charge**: 0
**HOMO-LUMO gap**: 0.3699 Ha
**SMILES**: CCC[C@@H](C)N
**Molecular weight**: 87.17 g mol⁻¹

=====

three:
Below is a structure of composition C5H13N, with properties calculated with ωB97M-V/def2-TZVPD.

XYZ file:
```
19
Properties=species:S:1:pos:R:3:lowdin_charge:R:1
C 0.60343 -1.22524 1.95459 -0.07
C -0.24884 -0.49980 0.90234 -0.39
C 0.17421 -0.79897 -0.54691 -0.20
C -0.42811 0.11131 -1.61212 -0.26
C 0.08614 1.56556 -1.65102 -0.11
N -0.54725 1.09381 1.49786 0.02
H 1.65133 -0.91274 1.79500 0.09
H 0.61843 -2.26666 1.77448 0.06
H 0.30605 -0.95852 2.96411 0.08
H -1.27723 -0.84636 0.96874 0.12
H 0.04008 -1.84293 -0.84704 0.12
H 1.27461 -0.74304 -0.55733 0.11
H -1.49524 0.20862 -1.34255 0.11
H -0.33512 -0.32215 -2.60977 0.10
H -0.52404 2.14302 -2.34976 0.07
H 1.10028 1.59952 -2.07129 0.07
H 0.11389 1.97626 -0.65158 0.04
H -1.48531 1.02264 1.19809 0.02
H 0.37269 0.69567 1.18416 0.02
```

**Total charge**: 0
**HOMO-LUMO gap**: 0.3555 Ha
**Molecular weight**: 87.17 g mol⁻¹

=====

four:
Below is the molecule C5H13N, with properties calculated with ωB97M-V/def2-TZVPD.

XYZ file:
```
19
Properties=species:S:1:pos:R:3:lowdin_charge:R:1
C -0.13446 0.97133 1.76176 -0.07
C -0.48649 0.61273 0.31377 -0.46
C -1.64333 -0.34948 0.14119 -0.07
N 0.73949 0.16168 -0.34089 -0.26
C 0.71958 0.34696 -1.80063 -0.12
C 1.23638 -1.18316 -0.02284 -0.11
H 0.71965 1.66469 1.77785 0.08
H 0.02251 0.01834 2.32709 0.08
H -0.97355 1.51580 2.27994 0.09
H -0.68147 1.57122 -0.20641 0.13
H -2.58159 -0.02738 0.55400 0.07
H -1.84680 -0.53454 -0.91179 0.07
H -1.45977 -1.32541 0.59705 0.07
H 1.75324 0.35578 -2.20806 0.08
H 0.18896 -0.46985 -2.33859 0.08
H 0.28156 1.31629 -2.10598 0.08
H 1.34374 -1.27823 1.04875 0.07
H 2.24807 -1.36864 -0.48085 0.10
H 0.55428 -1.99814 -0.38537 0.08
```

**Total charge**: 0
**HOMO-LUMO gap**: 0.3450 Ha
**SMILES**: CC(C)N(C)C
**Molecular weight**: 87.17 g mol⁻¹

=====

Most stable one: four, least stable one: one.

=====

one:
Below is a structure of composition C5H13N, with properties calculated with ωB97M-V/def2-TZVPD.

XYZ file:
```
19
Properties=species:S:1:pos:R:3:lowdin_charge:R:1
C -0.88475 1.63751 -0.00740 -0.13
C -0.26062 0.40801 -0.67715 -0.40
N -0.33273 0.57423 -2.12871 -0.04
C 0.57941 0.03727 2.04497 -0.16
C 0.27245 -1.45803 2.11354 -0.08
C 0.39186 -0.42655 -2.79177 -0.22
H -1.62538 1.31786 0.75482 0.07
H -1.41625 2.23738 -0.74847 0.06
H -0.18313 2.35490 0.51165 0.08
H 0.77783 0.20994 -0.31572 0.11
H -0.98585 -0.44108 -0.75692 0.14
H 1.54740 0.04952 2.60202 0.08
H -0.21433 0.34810 2.80275 0.09
H -0.12868 -0.66869 1.18985 0.07
H 1.03973 -2.08643 1.75689 0.05
H -0.47235 -1.94738 2.73396 0.07
H 1.24445 0.00568 -3.33895 0.08
H 0.90218 -1.21801 -2.22022 0.07
H -0.25123 -0.93424 -3.52516 0.08
```

**Total charge**: 0
**HOMO-LUMO gap**: 0.1564 Ha
**Molecular weight**: 87.17 g mol⁻¹

=====

two:
Below is a structure of composition C5H13N, with properties calculated with ωB97M-V/def2-TZVPD.

XYZ file:
```
19
Properties=species:S:1:pos:R:3:lowdin_charge:R:1
C -1.45525 -0.01963 1.61728 -0.09
C 0.24856 1.68236 1.07230 -0.09
N -0.45998 0.47705 0.68213 -0.37
H 0.70353 -0.52995 0.50712 0.19
H -0.96428 -0.31969 2.54940 0.08
H 0.83505 1.48278 1.97602 0.08
H 0.93226 1.98991 0.28233 0.08
H -1.96895 -0.88859 1.20679 0.08
H -2.20059 0.74919 1.82554 0.08
H -0.46101 2.48385 1.28317 0.08
C 1.44959 -1.12581 -1.91219 -0.14
C 0.49366 -1.09718 -0.73337 -0.27
C -0.52511 0.02848 -0.77476 -0.19
H 0.01946 -2.06572 -0.56827 0.08
H 1.94109 -0.16095 -2.06325 0.06
H 2.23060 -1.87315 -1.76269 0.06
H 0.93648 -1.37414 -2.84986 0.07
H -1.53827 -0.33180 -0.96712 0.11
H -0.21683 0.89300 -1.37057 0.11
```

**Total charge**: 0
**HOMO-LUMO gap**: 0.3100 Ha
**Molecular weight**: 87.17 g mol⁻¹

=====

Most stable one: two, least stable one: one.

=====

one:
Below is a cluster of 2 separate species, C5H13N in total, with properties calculated with ωB97M-V/def2-TZVPD.

XYZ file:
```
19
Properties=species:S:1:pos:R:3:lowdin_charge:R:1
C -1.94729 -0.90851 0.55022 -0.13
C -0.37108 -0.68823 0.78983 -0.20
C -0.67098 0.42433 1.56432 -0.20
C 0.06439 1.70782 1.47903 -0.07
H -2.53200 -1.20220 1.43736 0.07
H -2.46698 -0.06553 0.09563 0.06
H -2.01783 -1.69264 -0.20348 0.07
H 0.03434 -1.58092 1.25990 0.11
H -1.23971 0.28275 2.48700 0.11
H 0.18567 2.01563 0.43801 0.08
H -0.40116 2.53626 2.00926 0.07
H 1.06003 1.49712 1.89330 0.11
C 1.26596 -0.39526 -2.48703 -0.21
N 1.92732 0.11804 -1.28833 -0.08
H 0.95447 0.41556 -3.15304 0.05
H 1.91388 -1.03793 -3.08497 0.06
H 0.34936 -0.95332 -2.25758 0.05
H 2.63048 -0.56223 -1.02267 0.05
H 1.26111 0.08926 -0.50674 -0.01
```

**Total charge**: 0
**HOMO-LUMO gap**: 0.2552 Ha
**SMILES**: C/C=C/C.CN
**Molecular weight**: 87.17 g mol⁻¹

=====

two:
Below is a cluster of 2 separate species, C5H13N in total, with properties calculated with ωB97M-V/def2-TZVPD.

XYZ file:
```
19
Properties=species:S:1:pos:R:3:lowdin_charge:R:1
C 1.43666 2.91834 -5.02385 -0.10
N 0.89530 2.61568 -3.91344 -0.10
C -0.29384 1.68575 -3.99561 -0.13
H 1.92768 3.88684 -4.97218 0.06
H 1.38319 2.24573 -5.88071 0.07
H -1.06923 2.17811 -4.57901 0.07
H -0.14089 0.72158 -4.47532 0.07
H -0.49262 1.75431 -2.93042 0.06
C -1.79128 -2.21027 3.46812 -0.12
C -0.25719 -2.17128 3.56651 -0.33
C 0.36447 -2.14890 4.94135 -0.13
H -2.09811 -1.95594 2.45350 0.06
H -2.14350 -3.23347 3.61199 0.07
H -2.26367 -1.53157 4.17810 0.07
H 0.04282 -3.11069 3.09531 0.09
H 0.07293 -1.36623 2.90869 0.10
H 0.19260 -3.10858 5.43282 0.07
H -0.10877 -1.42720 5.62067 0.07
H 1.39976 -1.83216 5.06038 0.07
```

**Total charge**: 0
**HOMO-LUMO gap**: 0.3900 Ha
**SMILES**: C=NC.CCC
**Molecular weight**: 87.17 g mol⁻¹

=====

three:
Below is the molecule C5H13N, with properties calculated with ωB97M-V/def2-TZVPD.

XYZ file:
```
19
Properties=species:S:1:pos:R:3:lowdin_charge:R:1
C 2.07370 -0.17376 -0.28406 -0.11
C 0.86916 0.21841 -1.07738 -0.24
C -0.44996 -0.23064 -0.45191 -0.43
C -1.68194 -0.03219 -1.30953 -0.07
N -0.62690 0.41220 0.85141 -0.10
C -0.31211 -0.15531 2.12686 -0.16
H 2.02254 -1.20434 0.05435 0.07
H 3.00959 -0.01058 -0.82108 0.07
H 2.15322 0.44877 0.61053 0.07
H 0.86198 -0.26175 -2.07491 0.11
H 0.76894 1.27904 -1.31800 0.11
H -0.41136 -1.30212 -0.21853 0.14
H -1.68706 -0.61734 -2.22553 0.07
H -1.78691 1.00185 -1.67914 0.08
H -2.57435 -0.13765 -0.69472 0.07
H -0.55560 1.40252 0.88520 0.10
H 0.37664 0.47699 2.69989 0.07
H -1.19379 -0.33996 2.76227 0.07
H 0.18972 -1.13186 2.13532 0.08
```

**Total charge**: 0
**HOMO-LUMO gap**: 0.3410 Ha
**SMILES**: CC[C@H](C)NC
**Molecular weight**: 87.17 g mol⁻¹

=====

Most stable one: three, least stable one: one.